# 1
# C21H15Cl2FN2O2S

The molecule C21H15Cl2FN2O2S in a non-equilibrium geometry (ωB97M-V with the def2-TZVPD basis set, the Open Molecules 2025 dataset).

Values from the calculation:
E_HOMO: -7.46 eV
spin multiplicity: 1
SMILES: O=C(O)[C@@]1(Cc2cc3ccc(F)cc3[nH]2)CSC(/C=C/c2c(Cl)cccc2Cl)=N1
total energy: -67690.5868 eV

Last column: Mulliken charge in e.
Cartesian coordinates (Å):
O -2.8419 0.5306 -3.1839  -0.5796
C -2.0648 -0.2936 -2.8028  0.0420
O -1.4041 -0.9922 -3.6884  -0.4325
C -2.2418 -0.8098 -1.2780  1.0416
C -2.8013 0.4629 -0.4095  -1.1459
C -2.1099 1.7660 -0.4549  0.3195
C -0.9371 2.0385 0.2869  -0.8660
C -0.7088 3.4692 0.2816  0.8890
C 0.3451 4.1764 0.8262  -0.6825
C 0.4767 5.5384 0.4750  -0.4453
C -0.4298 6.1029 -0.4587  0.2744
F -0.1833 7.2843 -0.9608  -0.3016
C -1.5590 5.3350 -0.8968  -0.6562
C -1.7562 3.9968 -0.5083  -0.5647
N -2.4706 2.9347 -1.0362  -0.1139
C -3.1758 -2.0602 -1.1879  -0.8109
S -2.5780 -2.9136 0.2859  -0.1868
C -1.0343 -2.1376 0.1862  0.4873
C 0.1540 -2.8019 0.8876  -0.8015
C 1.4504 -2.3066 0.6319  -0.6969
C 2.7097 -2.8745 1.2061  0.4418
C 3.8352 -3.0142 0.5076  0.4634
Cl 4.1324 -2.5186 -1.1282  -0.2132
C 4.9225 -3.5718 1.0753  -0.5194
C 5.0277 -4.0918 2.3314  -0.6094
C 3.8426 -4.0771 3.1184  -0.6480
C 2.7352 -3.3896 2.5050  0.6484
Cl 1.4145 -3.0058 3.5878  -0.2117
N -0.8806 -1.1833 -0.7692  -0.4443
H -1.5941 -0.4534 -4.4432  0.3643
H -3.8767 0.6679 -0.7324  0.3246
H -2.8891 0.2739 0.6026  0.7014
H -0.4460 1.3278 0.9207  0.4762
H 1.0643 3.7020 1.4952  0.3670
H 1.2803 6.1113 0.8729  0.4154
H -1.9775 5.8645 -1.6388  0.5144
H -2.9528 2.9780 -1.9099  0.2706
H -3.0190 -2.5877 -2.1144  0.4672
H -4.2596 -1.7802 -1.0279  0.3613
H -0.0418 -3.5556 1.6165  0.4918
H 1.4610 -1.5697 -0.1916  0.4649
H 5.8447 -3.4656 0.4549  0.3060
H 5.9641 -4.5436 2.6427  0.3710
H 3.5732 -4.5627 4.0234  0.4271

=====

# 2
# C21H15ClO5

The molecule C21H15ClO5 in a non-equilibrium geometry (ωB97M-V with the def2-TZVPD basis set, the Open Molecules 2025 dataset).

Values from the calculation:
E_HOMO: -8.87 eV
spin multiplicity: 1
SMILES: CC(=O)[C@@H](C(=O)OCc1ccccc1)C1=C(Cl)C(=O)c2ccccc2C1=O
total energy: -44777.1372 eV
relative energy (zero: lowest compared OMol25 entry of this formula, charge and spin): 2.524 eV

Last column: Mulliken charge in e.
Cartesian coordinates (Å):
C -1.2509 -1.7183 2.3795  -1.2279
C -0.0403 -1.1966 1.5956  0.4431
O 1.0580 -1.7322 1.9090  -0.5561
C -0.1807 0.3187 1.2662  0.1338
C 0.8663 0.6440 0.2143  -0.2405
O 0.9628 1.8920 0.0839  -0.6625
O 1.5406 -0.2905 -0.5766  -0.1371
C 2.7294 0.1991 -1.3217  -1.0188
C 3.9939 -0.2097 -0.5815  0.7815
C 5.1526 0.5982 -0.8269  -0.5467
C 6.2697 0.2997 -0.1351  -0.6226
C 6.3083 -0.7368 0.8623  -0.3028
C 5.1622 -1.5419 1.1166  -0.7754
C 4.0463 -1.2139 0.3369  0.0305
C -1.5391 0.5959 0.6362  0.0851
C -2.2425 1.7079 1.1597  -0.0908
Cl -1.6348 2.7843 2.3430  -0.1526
C -3.5892 1.9783 0.5693  0.5607
O -4.3068 2.8626 1.0713  -0.6530
C -4.0355 1.1294 -0.5804  0.4143
C -5.3508 1.3821 -1.1020  -0.7158
C -5.8352 0.5854 -2.0895  -0.3361
C -5.1109 -0.5319 -2.4497  -0.9063
C -3.8108 -0.6118 -2.0986  -0.2073
C -3.1992 0.1495 -1.2053  0.0294
C -1.8519 -0.1032 -0.6668  0.9185
O -1.1660 -1.0651 -1.0331  -0.6250
H -1.7056 -1.0018 3.0625  0.2994
H -0.9815 -2.6623 2.9212  0.3908
H -2.0115 -2.1350 1.7073  0.3029
H -0.0097 0.9440 2.1574  0.9863
H 2.7045 1.2222 -1.6262  0.4634
H 2.8073 -0.2392 -2.3692  0.3973
H 5.0601 1.4471 -1.5267  0.3174
H 7.1731 0.8651 -0.2237  0.3756
H 7.1834 -0.9826 1.4799  0.3229
H 5.2130 -2.3424 1.8392  0.4264
H 3.1756 -1.7895 0.5510  0.3381
H -5.9617 2.1880 -0.6643  0.4021
H -6.8403 0.6998 -2.4233  0.4016
H -5.5911 -1.0911 -3.2539  0.3182
H -3.1610 -1.2974 -2.5080  0.6382

=====

# 3
# C21H15CuO3Sb

A structure of composition C21H15CuO3Sb in a non-equilibrium geometry (ωB97M-V with the def2-TZVPD basis set, the Open Molecules 2025 dataset).

Values from the calculation:
E_HOMO (spin up / spin down): -15.21 / -15.04 eV
spin multiplicity: 2
net charge: +2
total energy: -79319.9721 eV

Last column: Mulliken charge in e.
Cartesian coordinates (Å):
O 0.9232 -2.4894 -5.0896  -0.1469
C 1.3288 -1.5940 -4.4773  0.1383
Cu 1.9651 1.0199 -2.2105  -0.2998
C 1.7554 2.2280 -3.5019  0.5814
C 3.7138 0.6419 -2.2369  0.6440
O 1.4939 3.0431 -4.3115  -0.1540
O 4.8555 0.3783 -2.1263  -0.1631
C -2.3460 -4.0219 0.6855  -0.4107
C -2.6484 -3.2996 -0.4893  -0.4603
C -1.9037 -2.1747 -0.8567  -0.6031
C -0.8674 -1.7838 -0.0137  0.5045
C -0.5538 -2.4380 1.1632  -0.1735
C -1.2993 -3.5632 1.5166  -0.4939
Sb 0.2521 0.0862 -0.4421  1.3612
C -1.3253 1.5816 -0.3792  0.6598
C -1.5941 2.3233 -1.5336  -0.4785
C -2.7423 3.1134 -1.5539  -0.5542
C -3.5826 3.1898 -0.4320  -0.5436
C -3.2812 2.4274 0.7263  -0.5814
C -2.1415 1.6024 0.7419  -0.3432
C 1.6937 0.1461 1.1679  0.3036
C 1.6834 1.1916 2.0697  -0.4654
C 2.7020 1.2646 3.0267  -0.5308
C 3.7555 0.3027 3.0257  -0.4625
C 3.7323 -0.7214 2.0673  -0.6602
C 2.7418 -0.7749 1.0949  -0.4459
H -2.9247 -4.9139 0.9857  0.4216
H -3.4890 -3.6382 -1.0912  0.4254
H -2.1818 -1.6129 -1.7535  0.4215
H 0.2279 -2.0481 1.8242  0.3467
H -1.0704 -4.0698 2.4470  0.4274
H -0.9626 2.2686 -2.4179  0.1158
H -3.0253 3.6738 -2.4381  0.4106
H -4.4841 3.8394 -0.4086  0.3785
H -3.9320 2.4370 1.6016  0.4016
H -1.9261 0.9613 1.6143  0.3401
H 0.8839 1.9489 2.0365  0.3664
H 2.6923 2.0726 3.7515  0.4292
H 4.5306 0.3754 3.8092  0.4041
H 4.5378 -1.4530 2.0971  0.4104
H 2.8125 -1.5203 0.3110  0.4788

=====

# 4
# C21H15F2IN4O5PtSTe

A structure of composition C21H15F2IN4O5PtSTe in a non-equilibrium geometry (ωB97M-V with the def2-TZVPD basis set, the Open Molecules 2025 dataset).

Values from the calculation:
E_HOMO: -8.22 eV
spin multiplicity: 1
total energy: -73122.8733 eV
relative energy (zero: lowest compared OMol25 entry of this formula, charge and spin): 1.479 eV

Last column: Mulliken charge in e.
Cartesian coordinates (Å):
Pt 1.2814 -1.7966 0.3929  0.9697
O 2.8260 1.1441 -2.2064  -0.6375
S 2.0138 0.3264 -1.3810  1.1309
O 2.2373 0.4413 0.0876  -0.7059
O 1.9463 -1.0991 -1.7177  -0.6536
O 0.4910 0.9085 -1.4890  -0.3421
F 2.2684 -2.4300 2.9021  -0.2849
C 1.1344 -1.9163 2.3349  0.0388
F 1.0433 -0.6104 2.7918  -0.2350
H 0.2900 -2.4702 2.7481  0.3031
O -0.8991 -2.1583 -0.8788  -0.4526
N -1.6059 -1.1347 -1.0545  0.0753
C -2.7098 -1.3092 -1.7936  0.2660
C -3.0988 -0.2978 -2.7082  0.2730
N -3.3486 0.4823 -3.5184  -0.5403
C -3.4730 -2.5016 -1.6350  0.0632
N -4.1476 -3.4155 -1.4454  -0.5144
Te -0.3457 0.8764 0.2751  0.9349
C -2.0689 1.9117 -0.3059  0.5254
C -2.1857 2.5169 -1.5449  -0.3057
C -3.3602 3.1914 -1.8486  -0.4365
C -4.3902 3.2553 -0.9239  -0.4840
C -4.2591 2.6475 0.3181  -0.6572
C -3.0933 1.9671 0.6318  -0.6329
C 0.5352 2.6613 0.9385  0.9277
C 1.0214 3.6075 0.0475  -0.2945
C 1.5698 4.7770 0.5483  -0.7318
C 1.6263 4.9933 1.9201  -0.4518
C 1.1426 4.0386 2.8004  -0.6574
C 0.5984 2.8584 2.3097  -0.6312
H -1.3922 2.4511 -2.2772  0.4607
H -3.4713 3.6483 -2.8222  0.4169
H -5.3064 3.7732 -1.1745  0.3999
H -5.0661 2.6923 1.0370  0.4131
H -3.0004 1.4818 1.5982  0.3344
H 0.9893 3.4340 -1.0208  0.3834
H 1.9572 5.5210 -0.1350  0.4007
H 2.0573 5.9091 2.3026  0.3999
H 1.1996 4.2014 3.8684  0.3989
H 0.2409 2.1028 3.0011  0.2981
I -0.5329 -4.9114 1.2881  0.1591
C 1.3798 -4.9177 0.4822  0.1868
C 2.0357 -6.1349 0.3581  -0.5165
C 3.2869 -6.1662 -0.2256  -0.2627
C 3.8424 -4.9853 -0.6919  -0.8059
C 3.1308 -3.8166 -0.5419  -0.0446
N 1.9180 -3.7748 0.0459  -0.1994
H 1.5583 -7.0353 0.7134  0.3931
H 3.8151 -7.1049 -0.3264  0.3958
H 4.8120 -4.9603 -1.1666  0.4211
H 3.5064 -2.8727 -0.9087  0.5086